1.
Below is an isolated ion of composition C5H10N and charge +1 in a non-equilibrium geometry, with properties calculated with wB97M-V/def2-TZVPD.

SMILES: [NH3+][C@@]12CC[C@@H]1C2
E, a.u.: -250.90150
HOMO, eV: -14.47
Max |F|, Eh/bohr: 0.1063
LUMO level, eV: -3.87
Relative energy (zero: lowest compared OMol25 entry of this formula, charge and spin), eV: 2.824
Orbital gap, eV: 10.59
Charge: +1

Each atom is followed by the atoms it is bonded to, with distances in Å.
Cartesian coordinates (Å):
1 N 1.78 0.54 -0.23  C4 1.456, H8 1.116, H11 1.071, H13 1.046
2 C -1.71 0.17 -0.27  C3 1.559, C6 1.513, H9 1.133, H12 1.124
3 C -0.72 1.14 0.46  C2 1.559, C4 1.634, H10 1.001, H14 1.013
4 C 0.46 0.06 0.14  N1 1.456, C3 1.634, C5 1.566, C6 1.499
5 C 0.12 -1.40 0.60  C4 1.566, C6 1.592, H7 1.123, H15 1.104
6 C -0.54 -0.71 -0.67  C2 1.513, C4 1.499, C5 1.592, H16 1.107
7 H -0.39 -1.58 1.59  C5 1.123
8 H 1.72 1.36 -0.99  N1 1.116
9 H -2.47 -0.17 0.49  C2 1.133
10 H -0.60 1.98 -0.06  C3 1.001
11 H 2.55 0.76 0.48  N1 1.071
12 H -2.21 0.45 -1.24  C2 1.124
13 H 2.21 -0.34 -0.59  N1 1.046
14 H -0.75 1.24 1.47  C3 1.013
15 H 0.78 -2.26 0.42  C5 1.104
16 H -0.21 -1.25 -1.58  C6 1.107

How is the electron density shared among the atoms? According to Löwdin, the charges in e are: N 0.212; C -0.106; C -0.020; C -0.377; C 0.018; C -0.174; H 0.128; H 0.242; H 0.141; H 0.071; H 0.209; H 0.134; H 0.179; H 0.080; H 0.110; H 0.153

***

2.
Below is one molecule with the formula C14H11ClFNO3 in a non-equilibrium geometry, with properties calculated with wB97M-V/def2-TZVPD.

SMILES: O=C1O/C(=N/c2cc(O)c(Cl)cc2F)C2=C1CCCC2
E, a.u.: -1380.56578
HOMO, eV: -8.76
Max |F|, Eh/bohr: 0.1169
LUMO level, eV: -0.76
Relative energy (zero: lowest compared OMol25 entry of this formula, charge and spin), eV: 1.057
Orbital gap, eV: 8.00

Each atom is followed by the atoms it is bonded to, with distances in Å.
Cartesian coordinates (Å):
1 Cl -3.60 -0.93 4.19  C11 1.763
2 F -0.05 2.03 1.94  C16 1.402
3 O -4.69 -1.11 1.30  C7 1.376, H30 1.004
4 O 0.25 2.46 -2.18  C10 1.379, C12 1.355
5 O 1.99 2.33 -3.67  C10 1.214
6 N -1.29 1.77 -0.71  C12 1.320, C13 1.429
7 C -3.53 -0.39 1.49  O3 1.376, C11 1.398, C17 1.454
8 C 0.78 -0.89 -0.23  C9 1.495, C15 1.576, H21 1.106, H22 1.089
9 C 2.16 -1.37 0.11  C8 1.495, C20 1.445, H26 1.073, H29 1.103
10 C 1.43 1.94 -2.67  O4 1.379, O5 1.214, C14 1.498
11 C -2.88 -0.26 2.73  Cl1 1.763, C7 1.398, C18 1.453
12 C -0.09 1.57 -1.22  O4 1.355, N6 1.320, C15 1.468
13 C -1.75 1.06 0.44  N6 1.429, C16 1.399, C17 1.376
14 C 1.86 0.71 -1.92  C10 1.498, C15 1.363, C19 1.470
15 C 0.86 0.46 -1.04  C8 1.576, C12 1.468, C14 1.363
16 C -1.24 1.31 1.72  F2 1.402, C13 1.399, C18 1.440
17 C -2.86 0.26 0.38  C7 1.454, C13 1.376, H31 1.112
18 C -1.80 0.69 2.89  C11 1.453, C16 1.440, H24 1.093
19 C 3.08 -0.11 -1.93  C14 1.470, C20 1.630, H25 1.149, H27 1.109
20 C 2.86 -1.52 -1.15  C9 1.445, C19 1.630, H23 1.030, H28 1.159
21 H 0.29 -0.79 0.75  C8 1.106
22 H 0.19 -1.62 -0.79  C8 1.089
23 H 3.75 -1.94 -0.84  C20 1.030
24 H -1.41 1.00 3.87  C18 1.093
25 H 3.38 -0.34 -3.02  C19 1.149
26 H 2.53 -0.69 0.86  C9 1.073
27 H 3.91 0.48 -1.50  C19 1.109
28 H 2.22 -2.22 -1.81  C20 1.159
29 H 2.19 -2.40 0.51  C9 1.103
30 H -5.18 -1.52 2.07  O3 1.004
31 H -3.39 0.04 -0.57  C17 1.112

How is the electron density shared among the atoms? According to Löwdin, the charges in e are: Cl 0.653; F 0.020; O 0.013; O 0.159; O 0.147; N 0.210; C -0.316; C -0.110; C -0.253; C -0.362; C -0.571; C -0.251; C -0.246; C -0.083; C -0.003; C -0.182; C 0.050; C -0.002; C -0.081; C -0.181; H 0.113; H 0.127; H 0.079; H 0.115; H 0.143; H 0.128; H 0.132; H 0.156; H 0.133; H 0.123; H 0.140

***

3.
Below is a 2-piece molecular cluster, C5H4BrNO3 overall in a non-equilibrium geometry, with properties calculated with wB97M-V/def2-TZVPD.

E, a.u.: -3047.22199
HOMO (alpha / beta), eV: -9.18 / -9.18
Max |F|, Eh/bohr: 0.0952
LUMO level (alpha / beta), eV: -2.82 / -2.82
Relative energy (zero: lowest compared OMol25 entry of this formula, charge and spin), eV: 1.356
Orbital gap (alpha / beta), eV: 6.36 / 6.37

Each atom is followed by the atoms it is bonded to, with distances in Å.
Cartesian coordinates (Å):
1 Br -1.49 2.98 -0.98  no bonds
2 O -2.52 -0.16 0.22  N5 1.204
3 O -2.73 -0.24 -1.94  N5 1.229
4 O 1.63 -0.07 -0.61  C6 1.378, C9 1.337
5 N -2.11 -0.02 -0.90  O2 1.204, O3 1.229, C10 1.406
6 C 0.29 -0.13 -0.32  O4 1.378, C8 1.458, C10 1.416
7 C 1.44 -0.58 1.56  C8 1.368, C9 1.364, H11 1.054
8 C 0.16 -0.45 1.10  C6 1.458, C7 1.368, H14 1.071
9 C 2.29 -0.38 0.52  O4 1.337, C7 1.364, H13 1.147
10 C -0.78 0.40 -1.08  N5 1.406, C6 1.416, H12 1.132
11 H 1.78 -0.91 2.51  C7 1.054
12 H -0.63 0.58 -2.19  C10 1.132
13 H 3.42 -0.56 0.46  C9 1.147
14 H -0.76 -0.44 1.65  C8 1.071

How is the electron density shared among the atoms? According to Löwdin, the charges in e are: Br 0.056; O 0.079; O 0.085; O 0.071; N -0.458; C -0.200; C -0.046; C 0.066; C -0.058; C -0.130; H 0.108; H 0.135; H 0.173; H 0.118

***

4.
Below is a 2-piece molecular cluster, C5H14 overall in a non-equilibrium geometry, with properties calculated with wB97M-V/def2-TZVPD.

SMILES: CCC.CC
E, a.u.: -198.83606
HOMO, eV: -10.79
Max |F|, Eh/bohr: 0.0809
LUMO level, eV: 1.06
Relative energy (zero: lowest compared OMol25 entry of this formula, charge and spin), eV: 1.445
Orbital gap, eV: 11.85

Each atom is followed by the atoms it is bonded to, with distances in Å.
Cartesian coordinates (Å):
1 C -2.00 0.16 -1.07  C3 1.482, C5 1.514, H17 1.105, H18 1.226
2 C 2.18 -0.86 1.31  C4 1.537, H9 1.081, H10 1.098, H15 1.053
3 C -1.67 1.54 -0.66  C1 1.482, H7 1.057, H11 1.102, H14 1.203
4 C 2.91 0.11 0.36  C2 1.537, H6 1.046, H13 1.128, H19 1.031
5 C -1.91 -0.94 -0.03  C1 1.514, H8 1.147, H12 1.044, H16 1.090
6 H 2.18 0.45 -0.30  C4 1.046
7 H -2.39 1.96 0.00  C3 1.057
8 H -2.19 -2.00 -0.37  C5 1.147
9 H 1.59 -0.38 2.08  C2 1.081
10 H 1.47 -1.57 0.87  C2 1.098
11 H -0.68 1.76 -0.22  C3 1.102
12 H -0.96 -0.82 0.38  C5 1.044
13 H 3.45 1.00 0.79  C4 1.128
14 H -1.72 2.24 -1.64  C3 1.203
15 H 3.02 -1.39 1.65  C2 1.053
16 H -2.67 -0.91 0.75  C5 1.090
17 H -2.96 0.02 -1.61  C1 1.105
18 H -1.15 -0.04 -1.94  C1 1.226
19 H 3.51 -0.34 -0.35  C4 1.031

How is the electron density shared among the atoms? According to Löwdin, the charges in e are: C -0.364; C -0.152; C -0.162; C -0.158; C -0.136; H 0.024; H 0.043; H 0.099; H 0.060; H 0.062; H 0.069; H 0.024; H 0.093; H 0.119; H 0.038; H 0.066; H 0.098; H 0.146; H 0.031